C24H40F6N2O16 | wB97M-V/def2-TZVPD

Last column: Löwdin charge in e.
Positions of all 88 atoms, in Å:
C  -1.56  0.56  -0.13  -0.28
H  -5.15  -2.46  -2.18  0.08
C  0.69  5.66  -0.02  -0.06
F  -8.24  1.88  -1.99  0.16
H  3.56  1.24  8.40  0.10
C  1.01  -1.59  -5.15  -0.60
H  -0.81  -5.31  -4.24  0.12
H  -1.50  -3.27  5.18  0.08
H  4.94  9.04  -0.06  0.09
C  -7.21  -0.25  -1.89  -0.43
F  -6.19  1.75  -1.27  0.17
C  -0.99  -4.91  -3.25  -0.17
O  -1.12  -6.04  -2.33  0.04
H  2.73  0.84  3.47  0.08
H  0.30  0.87  0.68  0.07
O  -7.35  -0.69  -0.80  0.19
C  -0.22  -6.97  -2.45  -0.45
H  -0.89  -1.95  6.25  0.09
C  2.28  4.17  2.85  -0.03
C  2.31  -0.13  3.73  -0.04
C  3.86  9.05  0.07  -0.04
C  3.23  2.59  1.41  -0.64
H  3.06  -2.45  -7.40  0.09
H  -2.60  -3.74  -2.25  0.08
F  -6.61  1.54  -3.38  0.16
H  3.48  9.48  -0.86  0.10
O  0.68  -0.39  -4.69  0.00
H  4.48  -0.22  8.00  0.10
C  -5.80  -3.04  -2.82  -0.06
O  3.30  3.23  2.58  -0.03
H  -2.37  -3.44  -3.95  0.07
F  0.90  -8.08  -0.70  0.16
C  2.16  7.48  0.14  -0.65
F  -1.22  -7.71  -0.39  0.16
C  -0.73  -2.52  5.33  -0.05
H  5.11  1.30  3.10  0.08
H  0.63  4.68  -0.47  0.08
C  3.02  0.01  5.95  -0.63
H  -0.17  -4.27  -2.94  0.12
H  0.03  6.34  -0.55  0.10
N  -2.25  -0.07  -0.79  0.13
O  0.55  -2.67  -4.84  0.10
H  3.58  9.66  0.93  0.10
H  -7.69  -2.61  -1.98  0.12
C  -0.77  -1.63  4.18  -0.26
H  2.25  4.48  3.88  0.10
O  4.22  1.73  1.27  0.02
H  2.98  -0.90  3.34  0.11
H  -0.60  2.35  0.27  0.07
H  -5.31  -3.04  -3.80  0.08
C  -7.06  1.26  -2.15  -0.54
H  2.07  -3.44  -6.26  0.09
H  3.55  -2.74  -5.69  0.10
H  5.69  2.82  2.33  0.10
H  1.40  -0.18  3.15  0.05
H  -3.10  -4.99  -3.41  0.08
N  -0.83  -0.91  3.29  0.16
H  6.15  1.31  1.63  0.10
H  -7.75  -2.69  -3.75  0.13
H  -0.95  0.73  -4.08  0.09
H  2.40  5.04  2.21  0.09
H  0.26  5.62  0.99  0.10
O  -6.95  -0.95  -2.96  0.04
C  -0.29  -8.01  -1.31  -0.54
C  2.73  -2.57  -6.38  -0.03
C  -2.34  -4.23  -3.19  -0.06
H  -1.11  1.41  1.71  0.07
F  -0.56  -9.22  -1.81  0.16
O  4.10  0.40  5.65  0.14
C  -0.67  1.36  0.72  -0.07
O  2.41  2.78  0.57  0.14
O  0.61  -7.04  -3.28  0.18
H  -5.92  -4.05  -2.43  0.09
O  3.46  7.69  0.25  0.01
O  2.05  -0.33  5.11  0.01
H  -0.12  -0.15  -2.81  0.08
O  2.02  -1.40  -5.97  0.01
H  3.25  -0.34  9.17  0.09
H  -1.14  -1.06  -4.02  0.08
H  1.31  3.72  2.65  0.10
C  5.34  1.80  2.16  -0.03
O  2.00  6.16  0.08  -0.01
H  0.25  -2.98  5.50  0.08
C  -7.16  -2.37  -2.90  -0.18
O  2.59  -0.18  7.19  0.01
C  3.48  0.17  8.24  -0.05
C  -0.48  -0.22  -3.84  -0.01
O  1.29  8.28  0.16  0.15

## Properties
E_HOMO ... -0.3987 Eh
Structure (SMILES) ... CCOC(=O)C(F)(F)F.CCOC(=O)C(F)(F)F.COC(=O)OC.COC(=O)OC.COC(=O)OC.COC(=O)OC.CC#N.CC#N
Electronic energy ... -77581.2769 eV
Kohn-Sham gap ... 11.25 eV
Total charge ... 0